No. 1
{"formula": "C30H46BrN3P2ReSe", "method": "ωB97M-V/def2-TZVPD", "spin_multiplicity": 4, "charge": 4, "largest_force_ev_per_a": 4.8, "lumo_energy_ev": [-12.95, -15.08], "total_energy_ev": -192374.63580, "elements": ["C", "C", "C", "C", "N", "C", "C", "C", "C", "C", "C", "C", "C", "C", "Re", "P", "H", "H", "H", "H", "H", "H", "H", "H", "C", "C", "H", "H", "H", "H", "H", "C", "C", "H", "H", "H", "H", "H", "C", "C", "H", "H", "H", "H", "H", "Br", "P", "C", "C", "H", "H", "H", "H", "H", "C", "C", "H", "H", "H", "H", "H", "C", "C", "H", "H", "H", "H", "H", "C", "N", "C", "C", "N", "C", "C", "Se", "H", "H", "H", "H", "H", "H", "H", "H"], "coordinates": [[-1.889, -3.382, 1.630], [-2.420, -2.512, 0.656], [-3.788, -2.209, 0.632], [-4.564, -2.727, 1.674], [-4.048, -3.496, 2.625], [-2.763, -3.840, 2.620], [-1.567, -1.820, -0.267], [-1.603, -1.325, -1.536], [-1.458, -2.018, -2.744], [-0.522, -1.511, -3.687], [0.724, -2.095, -3.533], [0.707, -3.142, -2.595], [-0.352, -4.065, -2.488], [-1.584, -3.459, -2.599], [0.200, -0.824, -0.470], [-0.198, 0.124, 1.540], [-4.226, -1.612, -0.174], [-0.845, -3.704, 1.613], [-5.635, -2.500, 1.704], [-2.414, -4.501, 3.415], [-2.542, -3.956, -2.426], [-0.732, -0.718, -4.401], [-0.194, -5.113, -2.229], [1.637, -1.780, -4.046], [0.909, 1.546, 2.025], [0.387, 2.586, 3.020], [1.213, 2.028, 1.084], [1.824, 1.076, 2.413], [1.144, 3.376, 3.129], [-0.538, 3.070, 2.690], [0.222, 2.165, 4.019], [-1.957, 0.748, 1.821], [-2.686, 0.428, 3.130], [-2.541, 0.331, 0.983], [-1.944, 1.836, 1.670], [-3.716, 0.811, 3.049], [-2.762, -0.651, 3.314], [-2.230, 0.916, 4.003], [0.041, -1.075, 2.944], [0.500, -0.546, 4.304], [0.767, -1.809, 2.566], [-0.901, -1.625, 3.048], [0.751, -1.402, 4.948], [1.389, 0.091, 4.237], [-0.291, 0.016, 4.817], [2.264, -3.544, -1.335], [-0.759, 1.677, -1.519], [-1.139, 3.136, -0.450], [-1.084, 4.534, -1.081], [-0.426, 3.099, 0.390], [-2.151, 2.964, -0.048], [-1.410, 5.268, -0.326], [-0.073, 4.809, -1.408], [-1.747, 4.638, -1.951], [0.622, 2.277, -2.575], [0.306, 2.680, -4.009], [1.363, 1.454, -2.576], [1.078, 3.119, -2.029], [1.233, 3.028, -4.488], [-0.093, 1.846, -4.600], [-0.421, 3.496, -4.071], [-2.272, 1.423, -2.524], [-2.987, 2.670, -3.054], [-2.958, 0.868, -1.862], [-2.012, 0.722, -3.335], [-3.811, 2.346, -3.707], [-3.435, 3.285, -2.262], [-2.319, 3.323, -3.629], [3.235, -2.143, 1.833], [4.064, -1.165, 1.148], [5.321, -0.783, 1.584], [5.899, -0.084, 0.597], [4.989, 0.013, -0.438], [5.274, 0.507, -1.776], [3.834, -0.602, -0.076], [2.398, -0.599, -1.317], [2.427, -2.449, 1.161], [2.856, -1.721, 2.769], [3.835, -3.030, 2.080], [5.699, -1.071, 2.558], [6.866, 0.389, 0.532], [5.772, 1.477, -1.707], [5.930, -0.195, -2.310], [4.327, 0.608, -2.317]], "lowdin_charge": [0.0330, -0.2050, 0.0584, 0.0144, 0.3288, 0.0085, -0.2376, -0.1551, -0.1853, -0.0018, -0.1144, -0.5278, -0.0725, 0.0368, 0.7594, 0.8187, 0.1560, 0.1455, 0.1758, 0.1722, 0.1548, 0.1379, 0.1428, 0.1408, -0.3736, -0.1012, 0.0580, 0.0759, 0.1050, 0.0717, 0.0768, -0.3416, -0.0968, 0.0538, 0.0530, 0.1032, 0.0582, 0.0865, -0.3721, -0.1048, 0.0383, 0.0457, 0.1010, 0.0717, 0.0783, 0.7787, 1.0432, -0.3649, -0.0879, 0.0526, 0.0879, 0.1101, 0.0846, 0.0687, -0.3856, -0.1021, -0.0058, 0.0912, 0.1051, 0.0781, 0.0714, -0.3708, -0.0986, 0.0777, 0.0679, 0.1076, 0.0880, 0.0639, -0.0139, -0.0847, 0.0246, 0.0329, -0.1079, 0.0048, -0.5069, 0.7726, 0.0036, 0.0974, 0.1310, 0.1622, 0.1619, 0.1229, 0.1307, 0.0363]}

=====

No. 2
{"formula": "C16H30N3O4", "method": "ωB97M-V/def2-TZVPD", "smiles": "C#CN(CCCC)[C@@](NCCC)(OCCNC[C@@H](C)O)C(=O)[O-]", "charge": -1, "largest_force_ev_per_a": 0.9, "lumo_energy_ev": 2.74, "total_energy_ev": -29737.22554, "elements": ["C", "C", "N", "C", "C", "C", "C", "C", "N", "C", "C", "C", "O", "C", "C", "N", "C", "C", "C", "O", "C", "O", "O", "H", "H", "H", "H", "H", "H", "H", "H", "H", "H", "H", "H", "H", "H", "H", "H", "H", "H", "H", "H", "H", "H", "H", "H", "H", "H", "H", "H", "H", "H"], "coordinates": [[-2.359, 0.667, -3.048], [-1.463, 0.852, -2.265], [-0.472, 1.081, -1.364], [0.010, 2.472, -1.555], [0.757, 2.633, -2.888], [1.702, 1.505, -3.281], [2.963, 1.409, -2.408], [-0.882, 0.782, 0.044], [-1.055, -0.656, 0.232], [-0.445, -1.621, -0.686], [-1.482, -2.350, -1.542], [-0.836, -3.146, -2.669], [0.093, 1.257, 0.951], [1.411, 0.775, 0.815], [1.940, 0.611, 2.225], [1.421, -0.628, 2.824], [0.440, -0.427, 3.883], [-0.673, -1.530, 3.943], [-2.058, -0.941, 3.706], [-0.503, -2.550, 2.970], [-2.197, 1.607, 0.420], [-3.250, 0.971, 0.455], [-1.980, 2.812, 0.596], [-3.116, 0.404, -3.744], [-0.835, 3.161, -1.555], [0.654, 2.749, -0.728], [1.373, 3.532, -2.770], [0.052, 2.848, -3.692], [2.033, 1.706, -4.305], [1.190, 0.543, -3.305], [2.893, 0.572, -1.711], [3.851, 1.222, -3.013], [3.112, 2.309, -1.811], [-0.697, -0.846, 1.159], [0.355, -1.206, -1.308], [0.022, -2.394, -0.065], [-2.257, -1.671, -1.885], [-1.980, -3.061, -0.874], [-0.116, -3.850, -2.237], [-0.286, -2.496, -3.350], [-1.570, -3.744, -3.209], [2.042, 1.473, 0.252], [1.453, -0.189, 0.302], [1.565, 1.471, 2.787], [3.032, 0.662, 2.241], [2.196, -1.155, 3.201], [0.919, -0.392, 4.871], [-0.062, 0.529, 3.748], [-0.639, -1.956, 4.954], [-2.448, -0.517, 4.632], [-2.026, -0.142, 2.964], [-2.733, -1.708, 3.332], [0.332, -3.003, 3.120]], "lowdin_charge": [0.1366, -0.1928, -0.0059, -0.1505, -0.1980, -0.2561, -0.1095, -0.3896, 0.0797, -0.2408, -0.2547, -0.1248, -0.0736, -0.2066, -0.1855, -0.0517, -0.1737, -0.4171, -0.0374, -0.0565, -0.6881, -0.0301, -0.0372, 0.0186, 0.1186, 0.1111, 0.1051, 0.0993, 0.0940, 0.0900, 0.0531, 0.0588, 0.0657, 0.0808, 0.0961, 0.1122, 0.0800, 0.1034, 0.0629, 0.0616, 0.0589, 0.0965, 0.1113, 0.1180, 0.1117, 0.1005, 0.1070, 0.1110, 0.1190, 0.0785, 0.0724, 0.0855, 0.0821]}

=====

No. 3
{"formula": "C5H13F6N2OPd", "method": "ωB97M-V/def2-TZVPD", "spin_multiplicity": 3, "charge": -1, "largest_force_ev_per_a": 2.4, "lumo_energy_ev": [3.47, 3.20], "total_energy_ev": -30206.48101, "elements": ["C", "Pd", "N", "N", "H", "H", "H", "H", "H", "H", "H", "H", "H", "H", "C", "C", "O", "C", "F", "F", "F", "C", "F", "F", "F", "H", "H", "H"], "coordinates": [[0.114, 0.673, -2.480], [-0.440, -0.886, -1.385], [-1.533, -1.765, 0.323], [-2.310, -0.751, -2.340], [-2.081, -1.071, 0.799], [-0.265, -2.186, -2.329], [1.146, 0.436, -2.148], [-0.328, 1.656, -2.300], [0.037, 0.059, -3.380], [-3.049, -0.365, -1.746], [-2.553, -1.696, -2.653], [-2.186, -0.146, -3.151], [-2.129, -2.553, 0.030], [-0.838, -2.096, 1.009], [1.333, 1.812, 0.587], [1.105, 0.427, 1.197], [0.937, -0.625, 0.359], [2.406, 0.106, 2.076], [2.716, 1.085, 2.989], [2.311, -1.059, 2.754], [3.477, 0.008, 1.235], [-0.177, 0.585, 2.117], [-0.075, 1.536, 3.081], [-1.249, 0.960, 1.316], [-0.545, -0.578, 2.722], [2.100, 1.738, -0.197], [1.674, 2.504, 1.368], [0.402, 2.192, 0.147]], "lowdin_charge": [-0.3633, 0.5161, -0.0464, -0.0853, 0.0063, -0.0757, -0.0472, -0.0533, -0.0741, 0.0350, 0.0163, 0.0248, 0.0346, 0.0391, -0.0222, -0.5030, -0.2717, -0.5021, 0.0860, 0.1244, 0.1136, -0.4893, 0.1170, 0.0647, 0.1037, 0.0922, 0.0808, 0.0790]}

=====

No. 4
{"formula": "C4H9NO2", "method": "ωB97M-V/def2-TZVPD", "smiles": "CCCOC(N)=O", "charge": 0, "largest_force_ev_per_a": 0.3, "lumo_energy_ev": 0.94, "total_energy_ev": -9879.89320, "elements": ["C", "C", "C", "O", "C", "N", "O", "H", "H", "H", "H", "H", "H", "H", "H", "H"], "coordinates": [[-2.461, 0.030, -0.248], [-0.996, 0.439, -0.193], [-0.215, -0.242, 0.919], [1.164, 0.150, 0.870], [1.885, -0.447, -0.105], [3.098, 0.167, -0.236], [1.513, -1.394, -0.762], [-2.972, 0.272, 0.690], [-2.980, 0.551, -1.062], [-2.550, -1.048, -0.421], [-0.518, 0.192, -1.139], [-0.893, 1.522, -0.085], [-0.564, 0.082, 1.903], [-0.290, -1.330, 0.829], [3.597, -0.047, -1.083], [3.182, 1.105, 0.123]], "lowdin_charge": [-0.1046, -0.2428, -0.1844, -0.0097, -0.6303, 0.1744, 0.0815, 0.0731, 0.0734, 0.0781, 0.1064, 0.1139, 0.1303, 0.1269, 0.1085, 0.1054]}

=====

- Which formula does entry 3 have?
  C5H13F6N2OPd

=====

Copy entry 3 word for word.
{"formula": "C5H13F6N2OPd", "method": "ωB97M-V/def2-TZVPD", "spin_multiplicity": 3, "charge": -1, "largest_force_ev_per_a": 2.4, "lumo_energy_ev": [3.47, 3.20], "total_energy_ev": -30206.48101, "elements": ["C", "Pd", "N", "N", "H", "H", "H", "H", "H", "H", "H", "H", "H", "H", "C", "C", "O", "C", "F", "F", "F", "C", "F", "F", "F", "H", "H", "H"], "coordinates": [[0.114, 0.673, -2.480], [-0.440, -0.886, -1.385], [-1.533, -1.765, 0.323], [-2.310, -0.751, -2.340], [-2.081, -1.071, 0.799], [-0.265, -2.186, -2.329], [1.146, 0.436, -2.148], [-0.328, 1.656, -2.300], [0.037, 0.059, -3.380], [-3.049, -0.365, -1.746], [-2.553, -1.696, -2.653], [-2.186, -0.146, -3.151], [-2.129, -2.553, 0.030], [-0.838, -2.096, 1.009], [1.333, 1.812, 0.587], [1.105, 0.427, 1.197], [0.937, -0.625, 0.359], [2.406, 0.106, 2.076], [2.716, 1.085, 2.989], [2.311, -1.059, 2.754], [3.477, 0.008, 1.235], [-0.177, 0.585, 2.117], [-0.075, 1.536, 3.081], [-1.249, 0.960, 1.316], [-0.545, -0.578, 2.722], [2.100, 1.738, -0.197], [1.674, 2.504, 1.368], [0.402, 2.192, 0.147]], "lowdin_charge": [-0.3633, 0.5161, -0.0464, -0.0853, 0.0063, -0.0757, -0.0472, -0.0533, -0.0741, 0.0350, 0.0163, 0.0248, 0.0346, 0.0391, -0.0222, -0.5030, -0.2717, -0.5021, 0.0860, 0.1244, 0.1136, -0.4893, 0.1170, 0.0647, 0.1037, 0.0922, 0.0808, 0.0790]}